# 1
Here is an isolated molecule of C19H23N5O from OMol25. Energies are from ωB97M-V/def2-TZVPD.

```
! wB97M-V def2-TZVPD RIJCOSX def2/J DEFGRID3
* xyz 0 1
C -2.32775 0.84290 3.46551
C -2.76215 0.22793 2.10403
O -4.04492 -0.25654 2.09914
C -2.86948 1.12016 0.84995
C -1.63658 1.70858 0.26430
N -1.49271 3.07154 0.30708
C -0.29987 3.30386 -0.34303
C 0.40410 4.56950 -0.42229
N 1.70144 4.60003 -1.01710
C 2.29414 3.39706 -1.40951
N 3.46697 3.20130 -1.93313
C 3.72797 1.86607 -2.16620
C 2.67111 1.11420 -1.75949
C 1.66188 2.11734 -1.24464
C 0.37368 2.03265 -0.75917
N -0.63860 1.03642 -0.48918
C -0.33099 -0.44968 -0.36276
C 0.80520 -0.68066 0.69271
C 1.43308 -2.09919 0.52133
C 0.59467 -3.13022 -0.23410
C 1.23640 -4.54512 -0.34344
C 0.29387 -5.55805 -0.04194
N -0.61718 -6.26375 0.26367
C 0.12732 -2.59492 -1.61415
C -0.19165 -1.10119 -1.76712
H -1.32783 0.70808 3.74016
H -2.95501 0.58291 4.27159
H -2.44840 1.94560 3.40093
H -2.12876 -0.66121 1.97658
H -4.77435 0.42190 2.11935
H -3.41167 0.66424 0.08456
H -3.43113 2.00946 1.20570
H -0.08427 5.41274 0.15736
H 1.98043 5.52400 -1.47744
H 4.64897 1.52829 -2.60536
H 2.47408 0.09366 -1.86751
H -1.22065 -0.81035 -0.03025
H 0.32161 -0.68504 1.69725
H 1.54712 0.10548 0.64570
H 1.73574 -2.41712 1.55927
H 2.40131 -2.03774 -0.02018
H -0.32836 -3.17678 0.38405
H 2.11558 -4.60244 0.34301
H 1.58788 -4.68625 -1.38812
H 0.83541 -2.83825 -2.42786
H -0.85527 -3.03660 -1.80807
H 0.74408 -0.71374 -2.31900
H -1.00647 -0.86108 -2.30218
*
```

Computed properties:
- HOMO energy (eV) = -7.610
- structure (SMILES) = C[C@@H](O)Cc1nc2c[nH]c3nccc-3c2n1[C@H]1CC[C@@H](CC#N)CC1
- ΔE to the lowest compared entry with this formula, charge and spin (kJ/mol) = 441.98
- orbital gap (Eh) = 0.2785
- largest force on an atom (hartree/bohr) = 0.1292

***

# 2
Here is a structure of composition C5H11N2 from OMol25. Energies are from ωB97M-V/def2-TZVPD.

```
! wB97M-V def2-TZVPD RIJCOSX def2/J DEFGRID3
* xyz 1 1
C -0.22032 1.01699 -0.29876
C 1.09534 -0.47109 -0.04899
C -1.17408 2.05558 -0.57041
C 1.21394 -1.91447 -0.68284
C -0.97385 -0.51180 1.57856
N -0.21599 -0.01040 0.52195
N 1.05326 0.75935 -0.80733
H 1.93015 -0.28380 0.62355
H -0.83320 2.82027 -1.18923
H -1.57423 2.48239 0.32265
H -1.95780 1.47158 -1.06631
H 0.56809 -2.19428 -1.55129
H 1.17302 -2.52217 0.29184
H 2.20813 -1.72937 -1.10950
H -1.27494 -1.57214 1.42319
H -0.49499 -0.30086 2.59404
H -1.91590 -0.04881 1.77756
H 1.39338 0.95303 -1.80865
*
```

Computed properties:
- HOMO energy (eV) = -14.712
- ΔE to the lowest compared entry with this formula, charge and spin (kJ/mol) = 144.32
- orbital gap (Eh) = 0.4204
- largest force on an atom (hartree/bohr) = 0.0731

***

# 3
Here is a cluster of 2 separate species, C4H9O3 in total from OMol25. Energies are from ωB97M-V/def2-TZVPD.

```
! wB97M-V def2-TZVPD RIJCOSX def2/J DEFGRID3
* xyz -1 1
C -1.49883 -0.19879 0.43692
C -0.91825 -1.46325 -0.15108
O -1.79391 -0.34754 1.86333
H -0.79318 0.82314 0.42807
H -2.49637 0.22096 0.05024
H -1.14328 -1.54698 -1.20250
H -0.94558 -0.86142 2.08086
H -1.07635 -2.34012 0.17207
H 0.14210 -1.41978 0.20139
C 1.34617 0.81349 -1.24841
C 1.72836 1.23396 0.41904
O 2.08381 0.24885 1.13366
O 1.66263 2.45064 0.44584
H 0.36105 1.15174 -1.49780
H 1.25900 -0.29501 -1.37958
H 2.08262 1.53010 -1.75204
*
```

Computed properties:
- HOMO energy (eV) = -3.509
- ΔE to the lowest compared entry with this formula, charge and spin (kJ/mol) = 299.57
- orbital gap (Eh) = 0.2683
- largest force on an atom (hartree/bohr) = 0.1502

***

# 4
Here is an isolated molecule of C3H6O3 from OMol25. Energies are from ωB97M-V/def2-TZVPD.

```
! wB97M-V def2-TZVPD RIJCOSX def2/J DEFGRID3
* xyz 0 1
O 2.00487 1.20903 0.19467
C 1.13714 0.57385 0.74931
C 0.34863 -0.46969 -0.01240
O 0.66590 -0.32383 -1.36810
C -1.16583 -0.39644 0.18644
O -1.69975 0.78087 -0.36174
H 0.96006 0.64639 1.83581
H 0.71160 -1.42698 0.40317
H 1.43140 0.27521 -1.36348
H -1.62807 -1.29626 -0.25085
H -1.39743 -0.39349 1.25781
H -1.36850 0.82134 -1.27064
*
```

Computed properties:
- HOMO energy (eV) = -10.564
- structure (SMILES) = O=C[C@H](O)CO
- ΔE to the lowest compared entry with this formula, charge and spin (kJ/mol) = 126.94
- orbital gap (Eh) = 0.4127
- largest force on an atom (hartree/bohr) = 0.0109

***

# 5
Here is a structure of composition C19H15BiN4O5STe from OMol25. Energies are from ωB97M-V/def2-TZVPD.

```
! wB97M-V def2-TZVPD RIJCOSX def2/J DEFGRID3
* xyz 0 1
Bi 0.48120 0.54508 0.08682
O 0.97703 -0.29589 2.04015
C 0.09910 -0.52806 2.99693
C 0.40289 -0.17908 4.32116
C -0.49574 -0.41202 5.33715
C -1.73751 -0.99602 5.07935
C -2.04489 -1.36044 3.78762
C -1.13694 -1.15361 2.74440
C -1.45944 -1.62074 1.40313
N -0.97848 -1.18981 0.24421
C -1.58866 -1.90287 -0.76136
C -2.44165 -2.79183 -0.20401
N -2.34893 -2.60228 1.15497
H 1.36021 0.28607 4.51018
H -0.23965 -0.12553 6.34817
H -2.45136 -1.14853 5.87425
H -3.02118 -1.78175 3.57811
H -1.38287 -1.71018 -1.79601
H -3.09292 -3.52481 -0.63879
H -2.83818 -3.12030 1.86577
C 0.67302 -0.58129 -4.07875
C -0.24180 0.45553 -3.53499
N -0.55128 0.67554 -2.26699
C -1.48095 1.69780 -2.25770
C -1.71889 2.09810 -3.53919
N -0.92859 1.30017 -4.32468
C -2.57694 3.11475 -4.21287
O -3.31543 3.87056 -3.44473
O -2.53737 3.18523 -5.42139
C -2.12600 2.16544 -0.98723
O -2.93365 3.10330 -1.07630
O -1.78891 1.54862 0.05686
H 0.82865 -1.37073 -3.34748
H 1.64635 -0.15959 -4.32821
H 0.24304 -1.02594 -4.97535
H -0.91775 1.37644 -5.33221
H -3.18779 3.62102 -2.46225
Te 2.53432 -1.15518 -1.01190
C 3.96058 -0.44503 0.32382
C 4.96170 0.42760 -0.01297
C 5.87329 0.65280 1.05068
C 5.55436 -0.06854 2.16237
S 4.14224 -0.99639 1.93370
H 5.03608 0.88909 -0.98456
H 6.72474 1.31342 0.99018
H 6.06498 -0.08010 3.10994
*
```

Computed properties:
- HOMO energy (eV) = -7.922
- ΔE to the lowest compared entry with this formula, charge and spin (kJ/mol) = 0.00
- orbital gap (Eh) = 0.2909
- largest force on an atom (hartree/bohr) = 0.0078

***

# 6
Here is a cluster of 2 separate species, C2H8N4O in total from OMol25. Energies are from ωB97M-V/def2-TZVPD.

```
! wB97M-V def2-TZVPD RIJCOSX def2/J DEFGRID3
* xyz 0 1
H 0.25121 -1.55196 -0.91355
N 0.75050 -1.38528 -0.02520
C 0.34525 -2.22167 0.85577
N 1.16562 -2.60423 1.97910
H -0.61038 -2.79941 0.77702
H 1.28967 -3.63557 1.91615
H 0.61491 -2.55277 2.84533
N -0.52868 1.14736 -0.15277
C -0.20111 1.93690 -1.27618
N -0.77034 3.16932 -1.36944
O 0.53924 1.49187 -2.19765
H -0.63869 1.71147 0.70201
H 0.08679 0.34730 0.06006
H -0.63970 3.55370 -2.27278
H -1.65430 3.39297 -0.92788
*
```

Computed properties:
- HOMO energy (eV) = -9.489
- structure (SMILES) = [H]/N=C/N.NC(N)=O
- ΔE to the lowest compared entry with this formula, charge and spin (kJ/mol) = 113.19
- orbital gap (Eh) = 0.3737
- largest force on an atom (hartree/bohr) = 0.0711

***

# 7
Here is a structure of composition C26H29N2STl from OMol25. Energies are from ωB97M-V/def2-TZVPD.

```
! wB97M-V def2-TZVPD RIJCOSX def2/J DEFGRID3
* xyz 0 1
Tl -0.28059 -0.68945 -1.50189
C -0.59978 -4.23440 1.03395
C -2.01384 -3.70707 0.94284
C -3.08888 -4.58847 0.88739
C -4.38735 -4.12459 0.75221
C -4.62303 -2.76317 0.63431
C -3.57855 -1.84667 0.67355
C -3.83663 -0.36460 0.54169
C -2.28039 -2.33434 0.86921
N -1.22229 -1.38340 0.89291
C -0.55765 -1.14151 1.93922
C -0.85996 -1.74275 3.28574
C 0.58607 -0.13905 1.85242
C 1.27532 0.23987 3.13846
N 0.92633 0.27738 0.70641
C 1.91262 1.29707 0.53697
C 1.62284 2.62716 0.87488
C 0.29954 3.03129 1.47284
C 2.58822 3.59322 0.60903
C 3.80477 3.26081 0.03761
C 4.07212 1.93983 -0.28754
C 3.13251 0.94297 -0.05522
C 3.43557 -0.49091 -0.41772
H -0.53928 -5.22342 0.58198
H -0.26492 -4.32874 2.07200
H 0.10279 -3.58132 0.51581
H -2.89387 -5.65514 0.94263
H -5.21315 -4.82459 0.72196
H -5.63572 -2.39557 0.50214
H -4.83269 -0.18598 0.14052
H -3.11349 0.12159 -0.11278
H -3.76718 0.14010 1.51101
H -1.68164 -2.45047 3.22439
H -1.13524 -0.95268 3.98908
H 0.01852 -2.24648 3.69405
H 1.75614 -0.64420 3.56903
H 0.56565 0.61456 3.87767
H 2.03822 0.99159 2.96328
H -0.52219 2.51755 0.97111
H 0.14585 4.10327 1.35107
H 0.25260 2.81132 2.54393
H 2.36900 4.62891 0.84652
H 4.54141 4.03106 -0.16087
H 5.02366 1.67116 -0.73487
H 4.48196 -0.59928 -0.70242
H 2.82960 -0.81984 -1.26138
H 3.23236 -1.17172 0.41114
S -1.29571 1.81232 -1.68929
C -0.28415 2.00627 -3.13687
C 1.00816 2.53757 -3.04658
C 1.80219 2.68792 -4.18035
C 1.32690 2.31006 -5.43000
C 0.04953 1.77240 -5.53303
C -0.74613 1.61865 -4.40160
H 1.38426 2.83569 -2.07274
H 2.80045 3.10353 -4.08296
H 1.94249 2.43421 -6.31433
H -0.33176 1.47025 -6.50302
H -1.74160 1.20020 -4.48550
*
```

Computed properties:
- HOMO energy (eV) = -6.887
- orbital gap (Eh) = 0.2399
- largest force on an atom (hartree/bohr) = 0.0086

***

# 8
Here is the ion C5H14N2 with charge +2 from OMol25. Energies are from ωB97M-V/def2-TZVPD.

```
! wB97M-V def2-TZVPD RIJCOSX def2/J DEFGRID3
* xyz 2 1
C 1.38761 1.55426 -1.16356
C 1.51694 0.14005 -0.52572
N 2.79972 -0.53199 0.06773
C 0.37523 -0.18916 0.56323
C -1.10272 -0.14676 0.09913
C -2.13149 -0.09333 0.98314
N -3.52425 -0.44475 0.47424
H 2.04659 1.54434 -2.07401
H 1.83197 2.31149 -0.51343
H 0.36080 1.91543 -1.49978
H 1.18544 -0.59746 -1.33388
H 2.79297 -1.46148 -0.33895
H 3.64979 -0.01347 -0.12015
H 2.70599 -0.72984 1.03001
H 0.54298 -1.40147 0.75108
H 0.60982 0.63800 1.42342
H -1.31368 -0.59265 -0.80360
H -2.19328 -0.00467 2.03619
H -3.56572 -1.47784 0.66666
H -4.44734 -0.05020 0.82818
H -3.52736 -0.36853 -0.54992
*
```

Computed properties:
- HOMO energy (eV) = -18.331
- structure (SMILES) = C[C@@H]([NH3+])C/C=C/[NH3+]
- ΔE to the lowest compared entry with this formula, charge and spin (kJ/mol) = 186.41
- orbital gap (Eh) = 0.4205
- largest force on an atom (hartree/bohr) = 0.0970

***

Per-record M, g mol⁻¹: 337.4 99.2 105.1 90.1 748.0 104.1 606.0 102.2